(a)
Here is a molecular structure, C7H12N3 from the Open Molecules 2025 dataset. Energies are from ωB97M-V with the def2-TZVPD basis set.

The geometry in ORCA input format:
```
! RIJCOSX wB97M-V def2-TZVPD def2/J DEFGRID3
* xyz 1 1
C -2.6279 -0.4558 0.1551
C 0.4223 0.2909 0.1373
C -0.4007 -1.7777 -0.6508
C -1.6050 -0.2037 -0.8292
C 1.4965 1.2201 0.6897
C -1.1834 2.1457 -0.1525
C 1.8719 -1.6942 0.4209
N -3.4007 -0.5796 0.9832
N -0.6654 0.7650 -0.3952
N 0.5664 -1.0302 0.1342
H -0.8672 -2.5449 -0.2450
H -0.0171 -2.0870 -1.6578
H -1.8522 0.0503 -1.8396
H 2.4161 0.9804 0.0341
H 1.6235 0.8441 1.6387
H 1.3222 2.2423 0.6072
H -0.3076 2.8022 -0.1725
H -1.8140 2.2637 -1.1151
H -1.5880 2.2677 0.9126
H 2.2277 -2.4749 -0.4131
H 1.7306 -2.1443 1.3247
H 2.6518 -0.8801 0.4332
*
```

Summary:
Lowest unoccupied orbital energy (eV): -3.31
Frontier orbital gap (eV): 11.1

---

(b)
Here is a gas-phase ion, C7H12N3 (charge +1) from the Open Molecules 2025 dataset. Energies are from ωB97M-V with the def2-TZVPD basis set.

The geometry in ORCA input format:
```
! RIJCOSX wB97M-V def2-TZVPD def2/J DEFGRID3
* xyz 1 1
C -1.4208 -0.0120 0.1010
C -0.2825 -0.8282 0.1710
C -2.1251 2.2649 -0.6150
C -1.1924 1.3959 -0.3003
C 3.0912 0.0207 -0.6403
C -2.8315 -0.3190 0.3708
C -0.2696 -2.2981 -0.0896
N 0.8127 -0.0981 -0.0242
N 2.0150 -0.2382 -0.1136
N 4.1823 0.4427 0.2056
H -3.0970 2.1054 -0.8303
H -1.7675 3.3168 -0.3618
H -0.1661 1.7352 -0.1984
H -3.2461 0.3159 1.1356
H -3.0074 -1.3273 0.7096
H -3.3837 -0.1037 -0.4717
H -1.0645 -2.7515 0.5691
H 0.6966 -2.7070 0.1912
H -0.4183 -2.3757 -1.1437
H 4.7025 -0.3734 0.5596
H 3.8773 0.7343 1.0568
H 4.8950 1.1004 -0.2814
*
```

Summary:
Lowest unoccupied orbital energy (alpha / beta) (eV): -4.69 / -4.69
Frontier orbital gap (alpha / beta) (eV): 6.8 / 6.8

---

(c)
Here is a gas-phase ion, C7H12N3 (charge +1) from the Open Molecules 2025 dataset. Energies are from ωB97M-V with the def2-TZVPD basis set.

The geometry in ORCA input format:
```
! RIJCOSX wB97M-V def2-TZVPD def2/J DEFGRID3
* xyz 1 1
H -0.0417 -2.9506 -1.9004
N 0.3390 -2.0942 -1.6891
C -0.3311 -1.2107 -1.0939
C -1.8055 -1.3101 -0.7764
C -2.1268 -1.9910 0.6019
C 0.4089 0.0391 -0.7713
C 1.3873 0.7239 -1.4519
N 1.8422 1.7303 -0.6413
C 1.1908 1.7362 0.5429
C 1.5091 2.3653 1.9128
N 0.3114 0.7007 0.3940
H -2.1831 -0.2825 -0.8669
H -2.3304 -1.9094 -1.5866
H -2.6252 -2.9771 0.4774
H -2.6488 -1.4569 1.4072
H -1.0478 -2.2242 1.0969
H 1.8367 0.7392 -2.4053
H 2.3645 2.4333 -0.9992
H 1.2188 3.4173 1.9483
H 0.6520 1.9983 2.5929
H 2.5471 2.0022 2.1878
H -0.4673 0.5212 1.0204
*
```

Summary:
SMILES string: [H]/N=C(\CC)c1c[nH]c(C)[nH+]1
Lowest unoccupied orbital energy (eV): -3.27
Frontier orbital gap (eV): 10.1

---

Consider the structures shown above. The least stable of them is (b).